[1]
Molecular formula: C2H4LiMgO4
Method: DFT, ωB97M-V with the def2-TZVPD basis set

ORCA input file:
```
! RIJCOSX wB97M-V def2-TZVPD def2/J DEFGRID3
* xyz 4 2
O 1.86618 0.91832 -1.45749
C 1.41429 0.12532 -0.61884
H 2.11262 -0.65541 -0.29785
H 0.41541 0.29627 -0.19767
Mg 1.43523 3.74654 -1.29150
Li 0.36131 1.41041 -3.76495
O 0.95472 1.91810 -1.91832
C -1.68028 -1.89635 2.25590
O -1.29389 -1.30663 1.22493
O -1.99232 -0.30834 0.69624
H -0.93684 -2.58271 2.67242
H -2.65642 -1.66552 2.69713
*
```

Its largest force on an atom is 1.3 eV Å⁻¹. The HOMO energy (spin up / spin down) comes out at -27.65 / -26.96 eV. The orbital gap (spin up / spin down) is 9.0 / 8.3 eV.

natural (NBO) atomic charge list, values in e, 4 entries:
1. O -0.090
2. C 0.400
3. H 0.307
4. H 0.220

=====

[2]
Molecular formula: C2H4N
Method: DFT, ωB97M-V with the def2-TZVPD basis set

ORCA input file:
```
! RIJCOSX wB97M-V def2-TZVPD def2/J DEFGRID3
* xyz 1 1
C 0.47840 -1.33590 -0.89127
C 0.00527 -0.44480 -0.23732
N -0.35850 0.67991 0.51707
H 1.01133 -1.88627 -1.51100
H -1.02953 1.25676 0.08038
H 0.49691 1.19084 0.48870
H -0.60388 0.53946 1.55344
*
```

Its largest force on an atom is 5.7 eV Å⁻¹. As for the SMILES: C#C[NH3+]. The HOMO energy comes out at -16.54 eV. The orbital gap is 12.0 eV. For the relative energy (zero: lowest compared OMol25 entry of this formula, charge and spin), the calculation gives 102.2 kJ/mol.

natural (NBO) atomic charge list, values in e, 4 entries:
1. C -0.003
2. C 0.023
3. N -0.685
4. H 0.247

=====

[3]
Molecular formula: C2H4N2
Method: DFT, ωB97M-V with the def2-TZVPD basis set

ORCA input file:
```
! RIJCOSX wB97M-V def2-TZVPD def2/J DEFGRID3
* xyz 0 1
C 1.45524 0.01606 -0.11478
C -1.41775 0.01915 0.11423
H 2.56709 0.10039 0.02459
H 0.86245 0.94286 -0.61376
H -1.08880 0.75400 0.92718
H -2.43678 0.02728 -0.36605
N 0.70202 -0.92740 0.28556
N -0.64345 -0.93234 -0.25696
*
```

Its largest force on an atom is 3.0 eV Å⁻¹. As for the SMILES: C=NN=C. The HOMO energy comes out at -10.21 eV. The orbital gap is 11.3 eV. For the relative energy (zero: lowest compared OMol25 entry of this formula, charge and spin), the calculation gives 255.0 kJ/mol.

natural (NBO) atomic charge list, values in e, 4 entries:
1. C -0.109
2. C -0.133
3. H 0.206
4. H 0.145

=====

[4]
Molecular formula: C2H4N2O
Method: DFT, ωB97M-V with the def2-TZVPD basis set

ORCA input file:
```
! RIJCOSX wB97M-V def2-TZVPD def2/J DEFGRID3
* xyz 0 1
C -0.89713 -2.12583 1.84290
C 0.42325 1.10507 -0.96230
N -1.63156 -1.30878 1.54828
N -0.59402 0.32817 -1.10771
O -0.90682 -0.32884 -2.11899
H -0.21227 -2.88099 2.12262
H 0.58057 1.61006 -0.02841
H 1.11032 1.22880 -1.78000
H -1.22156 0.21908 -0.28632
*
```

Its largest force on an atom is 0.9 eV Å⁻¹. As for the SMILES: C=[NH+][O-].C#N. The HOMO energy (spin up / spin down) comes out at -8.80 / -8.80 eV. The orbital gap (spin up / spin down) is 9.6 / 9.6 eV. For the relative energy (zero: lowest compared OMol25 entry of this formula, charge and spin), the calculation gives 311.5 kJ/mol.

natural (NBO) atomic charge list, values in e, 4 entries:
1. C 0.106
2. C -0.239
3. N -0.337
4. N -0.013

=====

Question: What is the largest force on an atom in the second record?
Answer: 5.7 eV Å⁻¹

=====

Question: largest force on an atom of number 4 (C2H4N2O)?
Answer: 0.9 eV Å⁻¹